Record 1
The following is a DFT calculation (ωB97M-V/def2-TZVPD) of C13H37N3O4Rb as an isolated structure.

Geometry as XYZ:
```
58
Properties=species:S:1:pos:R:3:forces:R:3
Rb -8.647170 -12.948760 -1.224780 6.20 2.59 -7.80
C -8.578480 -9.700700 -0.293120 -0.95 0.69 0.66
O -8.693260 -10.808380 -1.187340 0.08 6.21 0.81
H -7.703610 -9.080500 -0.488140 0.04 -0.28 0.41
H -9.449440 -9.045450 -0.279760 -0.19 0.16 -1.22
H -8.738470 -10.050840 0.726640 1.23 -0.36 0.30
H -7.847720 -10.929080 -1.625620 0.19 0.72 0.02
C -8.440450 -15.731790 -3.874820 -0.18 -0.51 -0.01
C -9.658090 -15.169530 -3.121540 0.48 -1.10 -1.04
C -10.920470 -16.072960 -3.193920 1.86 -0.55 -0.44
O -10.681430 -17.173450 -2.322540 -0.81 -0.19 -1.06
C -11.475560 -18.278880 -2.722610 0.30 -1.03 0.66
N -9.281000 -14.870680 -1.747100 3.72 -11.19 -7.22
H -7.631580 -15.003840 -3.937350 -0.17 0.34 -0.05
H -8.664770 -16.079710 -4.883160 -0.08 0.08 -0.11
H -7.983240 -16.569030 -3.347480 -0.23 -0.22 0.15
H -9.907650 -14.213110 -3.580980 0.12 -1.56 -0.31
H -11.070250 -16.357670 -4.235360 0.04 -0.48 -0.11
H -11.824740 -15.534840 -2.909620 -0.12 -1.81 -0.64
H -11.315670 -18.613560 -3.747560 -0.02 0.60 -0.35
H -12.537320 -18.133960 -2.523230 -0.12 0.22 -0.14
H -11.158490 -19.155010 -2.156970 0.02 0.18 0.41
H -9.231360 -15.790530 -1.332960 -0.24 -0.54 0.24
H -10.082630 -14.384200 -1.371840 3.29 -2.06 -1.42
C -6.788380 -14.640000 1.195670 0.14 0.29 -0.40
C -8.295470 -14.554670 1.120700 -0.46 -0.79 -0.26
C -8.943150 -15.182440 2.343540 -0.24 0.60 0.71
O -10.283260 -15.519800 2.115650 -0.58 0.15 -0.86
C -10.961670 -16.038480 3.244460 0.70 -0.95 0.04
N -8.655450 -13.164450 0.810080 0.70 -0.24 10.73
H -6.315230 -14.100300 2.016000 -0.32 -0.17 0.44
H -6.404730 -14.120670 0.317480 0.30 -0.41 -0.27
H -6.503100 -15.691960 1.205120 0.30 0.21 -0.06
H -8.590200 -15.079740 0.212110 0.09 -0.62 0.52
H -8.950440 -14.466670 3.165570 0.37 0.46 0.23
H -8.372880 -16.024430 2.735900 0.10 -0.41 -0.34
H -10.325190 -16.783640 3.721660 0.18 -0.23 0.08
H -11.821690 -16.599240 2.878360 -0.21 0.50 0.15
H -11.169450 -15.317830 4.035400 -0.34 0.40 -0.32
H -9.632000 -12.959430 0.966370 -0.09 -0.27 0.63
H -8.223250 -12.705260 1.599030 0.10 0.82 0.49
C -13.058350 -13.474440 -1.081270 -0.47 0.86 -0.65
C -11.724410 -13.651570 -1.765540 -1.80 1.57 -0.05
C -11.277630 -12.397450 -2.561510 -0.37 -0.70 0.68
O -10.086040 -12.689190 -3.252760 -0.15 4.02 -1.66
C -9.550890 -11.455100 -3.829550 -0.48 0.52 -0.42
N -10.789560 -13.956500 -0.718890 -9.05 4.32 7.58
H -13.746780 -12.994200 -1.776630 -0.53 -0.46 0.08
H -12.971720 -12.778490 -0.246850 0.09 0.06 0.11
H -13.407620 -14.422900 -0.673180 -0.26 0.05 -0.25
H -11.750620 -14.513530 -2.432200 -0.12 1.93 0.94
H -11.096720 -11.602070 -1.838500 -0.06 0.44 0.12
H -12.022690 -12.059120 -3.281590 -0.33 -0.10 0.18
H -8.795870 -11.612360 -4.599820 -0.01 -0.71 0.26
H -9.179030 -10.748710 -3.087370 0.04 -0.57 0.00
H -10.313460 -10.844860 -4.313490 -0.53 -0.45 -0.24
H -10.802070 -13.253070 0.005760 -0.94 0.55 -0.04
H -11.076850 -14.771530 -0.196110 -0.21 -0.57 0.09
```
Forces are in eV/Å.

Calculated values
orbital gap	7.8	eV
multiplicity	1
E_LUMO	-2.6	eV
charge	+1
HOMO energy	-10.41	eV
molecular weight	384.92	g/mol
max |F|	0.2689	hartree/bohr

Atomic partial charges in e from the Mulliken method, atoms 1 to 6: 0.82, -0.94, -0.27, 0.37, 0.29, 0.24

***

Record 2
The following is a DFT calculation (ωB97M-V/def2-TZVPD) of a 10-piece molecular cluster, C13H37N9O20 overall.

Geometry as XYZ:
```
79
Properties=species:S:1:pos:R:3:forces:R:3
C -1.827744 1.164732 4.620190 -0.34 0.41 -0.27
N -1.836446 -0.320435 4.718437 0.25 0.99 0.54
O -2.552986 -0.762813 5.560241 -1.32 -0.97 1.18
O -1.053359 -0.983212 4.083810 0.56 -0.08 -0.96
H -2.761255 1.596050 4.981623 -0.21 -0.61 -0.19
H -1.691827 1.435767 3.573215 0.55 0.21 0.37
H -1.097319 1.489189 5.361336 0.52 0.04 -0.68
C 1.031442 -0.334622 -2.473838 0.41 0.04 -0.19
N 1.176405 -1.785215 -2.769741 0.89 -0.08 -1.18
O 0.321425 -2.502762 -2.295924 0.07 -0.58 0.05
O 2.069911 -2.144403 -3.554964 -1.43 0.56 1.48
H 0.391997 -0.182754 -1.604276 0.30 -0.19 -0.19
H 0.540651 0.054031 -3.366118 0.09 0.18 0.10
H 2.027538 0.090440 -2.350477 -0.34 -0.06 -0.07
C -3.096362 -2.668540 -3.252487 1.98 -0.57 -0.52
N -2.948053 -2.835827 -1.797827 -0.90 -2.59 2.68
O -2.848883 -3.983665 -1.310503 -0.01 1.29 -1.79
O -2.968153 -1.886866 -1.055723 -0.01 1.27 -0.57
H -2.501248 -1.781616 -3.470002 -0.74 0.30 -0.23
H -4.101026 -2.742795 -3.668697 0.02 0.36 0.66
H -2.494655 -3.495991 -3.628507 -0.29 -0.10 -0.25
C -1.762670 -4.674320 3.902263 0.05 -0.86 0.95
N -2.721587 -3.789129 3.216668 -1.33 1.37 1.15
O -3.861300 -3.616929 3.693098 2.04 -0.80 -0.98
O -2.254586 -3.153816 2.298034 -0.33 -0.10 -0.52
H -1.738403 -5.660128 3.437838 -0.09 0.21 -0.33
H -2.092269 -4.827830 4.929832 -0.06 0.23 -0.14
H -0.774320 -4.215030 3.884376 -0.29 0.06 -0.13
C 2.576703 3.169412 2.164164 0.00 0.80 0.76
N 1.487301 2.798511 3.143487 -0.38 -2.45 0.31
O 0.388792 3.298121 2.964204 0.95 -0.02 0.36
O 1.723748 1.900647 3.992704 -0.24 2.19 -1.64
H 3.462872 2.555723 2.325991 -0.41 -0.08 -0.04
H 2.795402 4.205224 2.423712 0.18 0.01 0.00
H 2.193456 3.188059 1.143934 -0.18 -0.50 0.23
C 0.558926 -3.788884 0.714413 0.21 1.32 0.06
N 1.910072 -3.013143 0.604290 -1.30 -2.83 -1.48
O 1.920683 -1.848302 0.854306 -0.05 1.29 0.74
O 2.806376 -3.641681 0.083387 0.54 0.13 0.32
H 0.299634 -3.908977 1.766282 0.14 0.11 -0.19
H 0.539555 -4.724863 0.156127 0.63 0.23 0.17
H -0.112756 -3.075226 0.237308 -0.25 -0.25 0.24
C -0.586802 3.277627 -1.992296 1.87 0.62 0.96
N -1.714800 2.417695 -2.300375 -0.54 -0.11 0.08
O -2.724323 3.015056 -2.584921 -0.78 -0.29 -0.25
O -1.599052 1.196954 -2.271659 0.08 0.76 0.01
H 0.046686 3.371699 -2.874304 -0.09 -0.25 -0.01
H -0.015033 2.872332 -1.157480 0.07 -0.47 -0.27
H -0.868034 4.278553 -1.664951 -0.66 -0.27 -0.38
C -4.708218 1.510730 -0.134157 0.24 -0.56 0.36
N -5.148696 1.841360 1.237640 -2.97 -0.57 0.18
O -6.394823 1.918072 1.405569 2.66 0.15 0.16
O -4.289702 1.968342 2.077735 -0.55 0.21 0.17
H -5.487904 0.986474 -0.686733 -0.18 0.64 0.14
H -3.920761 0.777519 0.040224 0.42 0.56 -0.48
H -4.411403 2.484271 -0.524317 0.28 -0.48 -0.49
C -1.328457 -0.418235 0.959386 0.86 1.02 0.26
N -0.806252 0.984452 0.839900 0.50 2.15 -0.64
O -1.598743 1.940057 0.926356 1.26 -1.84 -0.07
O 0.397793 1.150252 0.564090 -1.79 -0.51 0.54
H -2.341785 -0.309473 1.345954 0.17 -0.48 -0.31
H -0.634528 -0.911863 1.639748 -0.30 -0.09 0.02
H -1.188288 -0.806673 -0.049360 -0.53 -0.17 0.17
C 3.387611 0.992521 -0.449084 0.27 0.04 0.17
O 2.780925 2.014149 -1.232810 -1.03 -0.47 0.58
C 3.612308 2.724510 -2.080386 0.64 0.19 -1.27
C 4.094794 1.970753 -3.339433 1.09 -0.34 0.79
O 5.213976 1.153055 -2.938585 -0.05 -0.23 -0.46
C 5.691428 0.203592 -3.907010 -0.62 0.43 -0.01
H 4.157933 1.448733 0.172669 0.45 -0.15 -0.13
H 3.789543 0.199908 -1.080204 0.31 0.07 0.08
H 2.682680 0.533967 0.244379 -0.38 0.32 -0.35
H 4.494182 3.119310 -1.575877 0.28 -0.14 0.25
H 3.059279 3.603816 -2.410676 -0.25 -0.01 -0.06
H 4.478202 2.668161 -4.084229 -0.22 0.32 -0.13
H 3.301957 1.378014 -3.795684 -0.17 -0.16 0.04
H 5.022425 -0.655648 -3.954327 0.10 -0.30 0.29
H 6.718732 -0.073260 -3.670152 -0.24 -0.07 0.34
H 5.711464 0.577087 -4.930826 -0.03 0.58 -0.08
```
Forces are in eV/Å.

Calculated values
SMILES string	C[N+](=O)[O-].C[N+](=O)[O-].C[N+](=O)[O-].C[N+](=O)[O-].C[N+](=O)[O-].C[N+](=O)[O-].C[N+](=O)[O-].C[N+](=O)[O-].C[N+](=O)[O-].COCCOC
orbital gap	9.7	eV
multiplicity	1
E_LUMO	-0.3	eV
HOMO energy	-9.98	eV
molecular weight	639.48	g/mol
max |F|	0.0744	hartree/bohr

Atomic partial charges in e from the Mulliken method, atoms 1 to 6: -0.46, 0.93, -0.58, -0.51, 0.31, 0.03